Record 1
86
Properties=species:S:1:pos:R:3:forces:R:3 method="wB97M-V/def2-TZVPD" smiles="CNC[PH](F)(CC(=O)O)B(C)O.c1ccccc1.c1ccccc1.c1ccccc1.c1ccccc1.c1ccccc1" e_above_lowest_ev=3.997 e_tot_ha=-2106.52313
C 2.549 -0.396 2.944 -0.3995 1.2625 -0.2217
N 3.204 -0.270 4.305 -0.9989 -1.0759 -0.1483
C 2.343 -1.034 5.287 -0.3825 -0.5032 -0.9862
P 1.800 -0.051 6.831 0.6725 0.6281 -0.6198
F 1.217 0.796 8.265 0.2975 -0.3881 -0.5055
C 3.583 0.277 7.426 1.6738 1.6551 1.9095
C 3.619 1.838 8.027 -1.5216 5.9695 -1.8423
O 3.140 2.901 7.327 3.0441 -6.9761 4.0693
O 4.221 2.153 9.342 -1.5271 -0.6013 -3.5415
B 0.714 -1.543 7.357 -3.2550 -1.2789 0.9184
C 1.262 -2.995 7.913 0.1354 -0.7083 0.1058
O -0.769 -1.375 7.224 3.5804 1.2269 -1.4765
H 1.519 0.184 2.999 1.7313 -1.2157 -0.4711
H 3.211 0.138 2.139 -1.2536 -1.2153 1.4124
H 2.322 -1.512 2.672 0.7452 2.2034 0.5647
H 3.367 0.721 4.589 -0.5911 -1.0917 -0.4825
H 1.346 -1.321 4.696 1.7285 0.4361 1.4600
H 2.812 -2.048 5.638 -0.5444 1.7433 -0.8245
H 1.183 0.997 6.015 0.6138 -0.7521 0.7922
H 4.408 0.236 6.598 -1.7811 0.0571 1.3867
H 3.946 -0.426 8.311 -1.0815 1.3285 -1.9005
H 4.178 3.152 9.427 -0.1946 -1.5378 -0.5186
H 2.447 -3.117 7.844 -2.6529 0.2604 0.2423
H 0.916 -3.185 9.040 0.7641 0.4687 -2.4494
H 0.761 -3.856 7.256 1.0847 1.8217 1.4263
H -0.933 -0.554 6.641 0.1601 -1.7509 1.6007
C 1.969 3.529 -1.749 -0.0359 -0.0256 0.1781
C 2.915 4.029 -0.855 -0.1259 -0.0951 0.0592
C 2.729 3.869 0.518 -0.1226 -0.0772 -0.0931
C 1.595 3.213 0.997 0.0434 0.0245 -0.2001
C 0.645 2.721 0.103 0.1358 0.0534 -0.0529
C 0.832 2.877 -1.270 0.1470 0.0593 0.1062
H 2.117 3.648 -2.819 -0.0476 -0.0071 0.1264
H 3.797 4.543 -1.228 -0.1331 -0.0827 0.0580
H 3.468 4.256 1.215 -0.1103 -0.0509 -0.0986
H 1.452 3.086 2.067 0.0128 0.0353 -0.1274
H -0.242 2.215 0.476 0.1348 0.0759 -0.0573
H 0.092 2.492 -1.967 0.1014 0.0624 0.0837
C 2.281 2.210 -5.647 -0.1576 -0.0120 -0.0986
C 2.257 2.925 -6.844 -0.1205 -0.0761 0.0477
C 1.112 2.916 -7.640 -0.0211 -0.1029 0.1573
C -0.009 2.188 -7.241 0.1397 0.0742 0.1245
C 0.018 1.465 -6.049 0.1250 0.0994 -0.0401
C 1.162 1.477 -5.251 0.0093 0.0960 -0.1419
H 3.171 2.223 -5.024 -0.1089 -0.0210 -0.0854
H 3.131 3.491 -7.157 -0.1363 -0.0804 0.0529
H 1.092 3.477 -8.571 -0.0019 -0.0808 0.1345
H -0.902 2.183 -7.859 0.1302 -0.0179 0.0745
H -0.853 0.892 -5.740 0.1200 0.0916 -0.0427
H 1.182 0.915 -4.321 0.0060 0.0753 -0.1172
C -1.000 -0.826 -11.638 -0.0641 -0.0207 0.1943
C -0.054 -0.326 -10.743 -0.1439 -0.0905 0.0567
C -0.240 -0.486 -9.370 -0.0559 -0.0989 -0.0906
C -1.374 -1.142 -8.891 0.0349 0.0510 -0.2437
C -2.324 -1.634 -9.786 0.1102 0.0963 -0.0604
C -2.137 -1.478 -11.159 0.1398 0.0721 0.0865
H -0.852 -0.708 -12.708 -0.0273 -0.0104 0.1467
H 0.828 0.187 -11.116 -0.1230 -0.0878 0.0638
H 0.499 -0.099 -8.673 -0.1220 -0.0723 -0.1181
H -1.517 -1.269 -7.822 0.0259 0.0261 -0.0993
H -3.211 -2.140 -9.412 0.1217 0.0758 -0.0872
H -2.877 -1.863 -11.856 0.1054 0.0508 0.1071
C -2.615 -5.857 -7.542 -0.1714 0.0615 0.0859
C -3.469 -6.826 -7.017 -0.0421 0.1564 -0.0159
C -4.712 -6.457 -6.502 0.0977 0.1537 -0.0628
C -5.099 -5.117 -6.509 0.1662 -0.0709 -0.0591
C -4.241 -4.146 -7.026 0.0561 -0.1750 -0.0149
C -3.000 -4.516 -7.544 -0.0832 -0.1402 0.0801
H -1.650 -6.145 -7.949 -0.1302 0.0485 0.0637
H -3.167 -7.870 -7.009 -0.0512 0.1604 -0.0098
H -5.378 -7.213 -6.096 0.0977 0.1117 -0.0601
H -6.068 -4.829 -6.110 0.1319 -0.0383 -0.0472
H -4.540 -3.101 -7.026 0.0328 -0.1436 0.0005
H -2.333 -3.760 -7.949 -0.0817 -0.1525 0.0614
C -3.305 2.809 10.984 0.0617 -0.1526 -0.0837
C -1.971 2.876 10.585 -0.1496 -0.1456 -0.0391
C -1.404 1.826 9.863 -0.0798 0.0551 0.0611
C -2.171 0.706 9.544 -0.0594 0.1295 0.0982
C -3.503 0.634 9.951 0.0685 0.1588 0.0393
C -4.071 1.685 10.669 0.1629 0.0293 -0.0430
H -3.749 3.630 11.541 0.0539 -0.1131 -0.0631
H -1.372 3.748 10.836 -0.0889 -0.1259 -0.0471
H -0.365 1.881 9.549 -0.1904 -0.0478 0.0312
H -1.730 -0.111 8.979 -0.0600 0.1280 0.1320
H -4.099 -0.242 9.707 0.0860 0.1277 0.0323
H -5.109 1.630 10.985 0.1399 0.0102 -0.0432

Record 2
45
Properties=species:S:1:pos:R:3:forces:R:3 method="wB97M-V/def2-TZVPD" e_above_lowest_ev=0.000 e_tot_ha=-1167.69429
O 0.161 0.576 -3.440 0.6457 -1.2934 -0.3262
H 0.319 0.857 -4.359 -0.0942 -0.4086 0.5014
Sr -0.172 -0.157 -0.752 0.0831 0.3499 1.4928
N 1.331 0.899 1.176 -0.2576 -0.4649 -0.2390
N 1.077 2.080 -1.078 -0.0056 -0.2177 0.3099
O 1.589 0.320 2.449 -0.0725 -0.8546 0.7157
O 0.995 2.770 -2.291 -0.4665 0.0293 -1.3042
C 1.849 2.124 1.120 -0.7662 0.2086 -1.1161
C 1.622 2.825 -0.121 0.2509 -1.1769 1.0669
C 2.529 2.736 2.285 0.2969 0.6236 0.3036
C 1.986 4.258 -0.293 0.1931 0.3449 0.0377
H 3.035 1.980 2.898 -0.1555 0.2958 -0.1783
H 1.814 3.285 2.922 0.1994 -0.2322 -0.0122
H 3.260 3.472 1.934 -0.0120 -0.1129 0.1637
H 1.387 4.716 -1.085 0.1175 -0.0818 0.1645
H 3.047 4.373 -0.566 -0.2130 0.0842 0.0244
H 1.816 4.801 0.647 0.0945 -0.0518 -0.2849
H 1.157 -0.556 2.439 0.2339 0.6992 -0.3615
H 0.598 2.066 -2.867 0.5683 1.1268 0.8193
O -1.847 1.130 0.576 -0.7127 0.4505 0.6727
H -1.782 1.062 1.548 0.0565 0.0232 -0.6689
H -2.667 1.615 0.393 0.3972 -0.2619 0.0685
C 1.054 -0.553 -3.112 0.3155 0.2020 -1.0879
H 0.444 -1.443 -2.878 0.0466 0.3753 -0.1902
H 1.733 -0.293 -2.274 -0.2382 0.1598 -0.6044
H 1.684 -0.808 -3.976 -0.2077 0.1274 0.3368
O 2.153 -2.013 0.274 0.3869 -0.0952 0.0996
H 2.915 -1.685 0.790 -0.5829 -0.0664 -0.3561
H 2.252 -2.977 0.238 -0.0645 0.3616 0.0824
N -3.417 -2.973 -2.134 -1.3184 -1.3579 -0.2064
C -3.495 -2.393 -3.391 0.0667 0.4180 -0.6467
C -2.622 -1.347 -3.378 -0.0198 -0.4250 0.3699
N -2.003 -1.275 -2.140 0.5812 0.8419 -0.4148
C -2.508 -2.279 -1.395 0.8259 -0.6221 3.1292
C -2.190 -2.611 -0.001 -0.4941 1.0349 -2.9859
N -1.273 -2.026 0.790 0.8975 0.6004 0.4199
C -1.340 -2.667 2.017 -0.6290 -0.3199 -0.6492
C -2.312 -3.636 1.975 0.7332 0.4164 0.6338
N -2.837 -3.583 0.698 -1.2880 -1.3318 -0.2271
H -3.948 -3.782 -1.826 0.3339 0.5301 -0.3082
H -4.143 -2.770 -4.171 0.1079 0.0646 0.2084
H -2.375 -0.648 -4.174 -0.1493 -0.2510 0.2812
H -0.690 -2.386 2.839 -0.2064 -0.1265 -0.1586
H -2.662 -4.339 2.711 0.0273 0.0407 -0.0118
H -3.591 -4.159 0.335 0.4948 0.3436 0.4363

Record 3
29
Properties=species:S:1:pos:R:3:forces:R:3 method="wB97M-V/def2-TZVPD" spin_multiplicity=2 charge=-1 e_above_lowest_ev=2.889 e_tot_ha=-429.78283
C -1.816 2.416 0.606 -0.3704 2.1897 0.0601
C 0.637 2.208 1.313 0.0962 1.2784 1.5729
C -0.338 2.325 0.311 -0.3366 -0.8119 0.6967
C 2.007 2.056 0.930 0.3503 -0.8015 0.4674
C 2.314 2.071 -0.431 1.3680 0.4530 2.0787
C 0.088 2.246 -0.974 -2.9524 -0.6286 -3.7550
C 1.396 2.402 -1.432 1.6632 -1.0381 3.1178
H 0.444 2.492 2.371 -0.1942 -0.3080 -0.6816
H 2.751 1.872 1.792 -0.8731 0.1829 -1.7544
H -2.061 3.324 1.279 0.4826 -0.8461 -1.3319
H -2.279 1.669 1.170 -0.1524 -1.9113 1.1447
H 3.363 1.913 -0.648 0.3440 0.0813 -0.3738
H -0.613 1.835 -1.800 0.1995 1.2033 1.3053
H 1.874 2.607 -2.315 -0.0848 0.3357 -2.7131
H -2.434 2.434 -0.308 0.4398 0.4657 0.1546
C -0.480 -2.168 -0.302 2.0077 3.2370 1.0802
C -1.587 -2.622 0.619 -1.8443 2.9581 -3.5268
C 0.715 -1.880 0.572 0.1954 2.7293 2.3713
C -0.208 -3.086 -1.462 -3.3546 1.7599 -1.3863
H -0.583 -0.992 -0.614 -0.8682 -2.9199 0.0753
H -1.498 -3.616 0.843 0.4995 -2.4466 1.3618
H 1.414 -2.586 0.994 -0.2231 -1.0771 -0.1031
H 1.339 -1.145 0.053 0.1880 0.0896 0.3090
H 0.240 -1.295 1.532 1.5515 -1.1482 -2.2303
H 0.640 -2.816 -2.042 0.5583 0.5476 -0.6275
H -0.038 -4.034 -1.100 0.2968 -2.4566 0.8137
H -1.196 -3.116 -2.125 2.1416 -0.0827 0.9871
H -2.298 -2.636 -0.264 -1.0763 0.0853 1.8256
H -1.793 -1.876 1.435 -0.0519 -1.1202 -0.9384

Record 4
15
Properties=species:S:1:pos:R:3:forces:R:3 method="wB97M-V/def2-TZVPD" smiles="C[C@@H](O)COC=O" e_above_lowest_ev=0.930 e_tot_ha=-382.93066
C -1.686 1.013 -0.711 -0.0437 0.0277 -0.0437
C -0.288 0.709 -0.172 -0.0654 -0.0987 -0.3297
O -0.295 1.032 1.200 0.0964 -0.0586 0.1818
C 0.050 -0.757 -0.428 -0.1994 0.0261 0.0128
O 1.468 -1.048 -0.419 0.0935 -0.0075 0.0925
C 2.077 -1.159 0.754 -0.0641 0.0405 0.3525
O 1.590 -0.943 1.840 0.1933 -0.1033 -0.4969
H -2.359 0.156 -0.590 0.0981 0.1106 0.0440
H -1.664 1.291 -1.769 0.0158 -0.0991 0.1186
H -2.100 1.844 -0.137 0.0653 -0.0558 -0.1255
H 0.455 1.319 -0.714 -0.0968 -0.0487 0.1432
H 0.350 0.469 1.657 -0.0858 0.0791 0.0000
H -0.262 -1.056 -1.431 0.0224 0.0921 0.1297
H -0.452 -1.385 0.316 0.0595 0.0679 -0.0941
H 3.115 -1.485 0.605 -0.0891 0.0278 0.0149

Record 5
18
Properties=species:S:1:pos:R:3:forces:R:3 method="wB97M-V/def2-TZVPD" e_above_lowest_ev=2.892 e_tot_ha=-1325.50959
C -0.024 0.348 -0.693 1.4377 2.3238 0.8786
C -0.781 -1.714 -0.141 -0.9774 -4.0478 0.6803
C 1.171 -0.251 -0.046 -1.4766 1.0696 1.2292
C 0.777 1.119 2.033 -2.6480 1.9290 -3.9041
C -2.287 -0.182 -1.390 0.4599 -2.1196 1.3515
N -1.069 -0.500 -0.557 -1.8892 -0.0971 -1.6558
N 2.466 0.299 0.004 1.0071 -0.7791 -0.5733
O 2.797 1.101 -0.840 -0.1157 0.4442 0.1030
O -0.186 1.477 -1.093 0.5821 -0.0427 -0.4099
O 3.201 -0.202 0.847 0.2325 0.2005 0.0733
S -1.782 -3.106 -0.166 1.3424 1.9153 0.1701
S 0.871 -1.850 0.450 -0.1745 -0.4655 -0.0908
H 1.093 2.043 1.575 -0.2301 0.2052 -0.3957
H 1.463 0.817 2.673 2.6308 -2.2167 3.0410
H -0.292 0.968 2.060 0.1461 -0.3103 0.3392
H -2.876 0.534 -0.795 -0.4097 -0.8638 -0.4361
H -1.887 0.333 -2.213 0.2505 0.7037 -1.2237
H -2.656 -1.233 -1.709 -0.1678 2.1512 0.8232

Record 6
76
Properties=species:S:1:pos:R:3:forces:R:3 method="wB97M-V/def2-TZVPD" spin_multiplicity=3 e_above_lowest_ev=1.675 e_tot_ha=-4133.59656
V -0.154 -0.218 0.521 -0.5125 3.4775 -1.2776
C 0.701 -2.405 4.500 -0.0808 0.0442 0.0417
C -0.010 -2.070 3.212 -0.0917 0.0919 0.2995
O -0.244 -0.901 2.932 0.1874 -0.1043 -0.1970
C -0.367 -3.199 2.327 0.0814 0.1771 -0.5589
C -0.746 -4.447 2.821 0.0508 0.0471 0.0902
C -1.022 -5.493 1.964 -0.0332 -0.0930 0.0049
C -0.867 -5.323 0.590 0.0457 0.0144 0.0894
C -0.486 -4.101 0.075 0.0833 0.3636 -0.1557
C -0.270 -3.022 0.932 -0.4848 -0.8378 0.7041
O 0.024 -1.823 0.460 1.4407 -6.0844 -0.3464
H 1.214 -1.521 4.870 -0.0437 0.0142 -0.0139
H 1.405 -3.222 4.351 0.0091 -0.0093 0.0234
H -0.027 -2.723 5.250 -0.0026 -0.0115 -0.0069
H -0.860 -4.583 3.889 0.0576 -0.0224 -0.0055
H -1.355 -6.443 2.360 0.0328 0.0007 -0.0010
H -1.049 -6.152 -0.081 -0.0289 0.0127 -0.0069
H -0.371 -3.933 -0.989 -0.0341 -0.0469 -0.0116
C 2.175 -1.285 -5.129 -0.1867 0.2603 -0.1602
C 0.968 -2.220 -5.127 -0.0663 0.0233 0.3980
S 0.079 -2.279 -3.534 0.0619 0.0460 -0.0011
C -1.464 -1.384 -3.841 0.3410 -0.1462 0.0086
C -1.359 0.122 -3.989 -0.1498 0.2150 0.3067
S -0.584 1.009 -2.582 0.0948 0.1089 -0.1962
C 0.649 2.035 -3.446 -0.0641 -0.4213 0.1829
C 1.914 1.289 -3.857 -0.0028 0.0248 -0.2897
S 1.785 0.461 -5.487 0.0849 -0.0789 0.1871
H 2.872 -1.587 -5.911 0.0185 -0.0450 0.0327
H 2.694 -1.322 -4.172 0.0779 -0.0713 -0.0184
H 1.313 -3.241 -5.299 -0.0333 0.0000 -0.0975
H 0.254 -1.955 -5.907 0.0487 -0.0459 -0.0830
H -2.088 -1.643 -2.986 -0.0295 0.0018 -0.0171
H -1.916 -1.809 -4.740 -0.1109 0.0548 0.0207
H -2.369 0.523 -4.084 0.0027 0.0030 -0.0938
H -0.780 0.385 -4.869 -0.0341 0.0138 -0.0668
H 0.903 2.804 -2.714 0.0159 0.0395 -0.0252
H 0.166 2.521 -4.294 0.0553 0.0695 -0.0012
H 2.159 0.534 -3.113 0.0644 0.0096 0.0437
H 2.747 1.989 -3.944 -0.0002 -0.0018 0.0979
C 4.118 -0.924 1.848 -0.1474 0.1994 -0.1935
Si 3.182 -0.318 0.314 0.3596 -0.1990 -0.2101
C 2.849 -1.863 -0.706 0.0301 0.1743 0.1808
C 4.291 0.840 -0.706 -0.0481 -0.1354 0.2474
N 1.697 0.491 0.733 0.3455 -0.2485 -0.1718
C 1.730 1.621 1.509 -0.2455 0.2915 0.0892
C 2.852 2.260 2.056 -0.0540 -0.1137 -0.0781
C 2.710 3.375 2.865 0.0133 0.1141 0.0758
C 1.461 3.899 3.151 0.0542 -0.0157 -0.0168
C 0.329 3.312 2.595 -0.2282 -0.1036 -0.1699
C 0.486 2.212 1.780 0.8148 0.4274 0.3333
O -0.565 1.530 1.124 -0.9902 2.4818 1.4246
C -1.844 2.090 1.373 -0.4225 0.2827 0.1006
C -2.540 1.705 2.503 0.2597 -0.1222 -0.0500
C -3.782 2.267 2.740 -0.0029 0.0199 -0.0017
C -4.298 3.214 1.865 -0.0758 0.0366 0.0150
C -3.573 3.602 0.749 -0.0036 -0.0248 0.0005
C -2.333 3.035 0.495 0.2620 -0.1199 -0.1051
H 4.955 -1.557 1.546 0.0032 -0.0098 -0.0203
H 3.452 -1.525 2.473 -0.0058 -0.0146 -0.0055
H 4.512 -0.115 2.463 0.0022 -0.0464 0.0207
H 3.759 -2.158 -1.237 0.0206 0.0607 0.0414
H 2.061 -1.717 -1.441 -0.1454 -0.0117 -0.1503
H 2.563 -2.699 -0.064 -0.0654 0.0045 -0.0263
H 4.861 0.274 -1.447 -0.0041 -0.0038 0.0020
H 5.011 1.369 -0.076 -0.0002 0.0097 -0.0420
H 3.702 1.593 -1.232 -0.0418 -0.0120 -0.0094
H 3.838 1.867 1.849 -0.0347 0.0586 0.0343
H 3.593 3.843 3.285 0.0116 -0.0258 -0.0159
H 1.354 4.762 3.794 0.0017 0.0002 -0.0021
H -0.651 3.715 2.802 -0.0166 0.0198 -0.0207
H -2.113 0.960 3.163 -0.0054 -0.0072 -0.0066
H -4.348 1.959 3.609 -0.0065 0.0096 -0.0071
H -5.272 3.647 2.052 0.0157 0.0029 0.0080
H -3.968 4.342 0.067 -0.0270 -0.0247 -0.0024
H -1.760 3.291 -0.386 -0.0030 0.0144 0.0147
I -2.731 -0.653 -0.222 -0.4854 -0.0632 -0.1827